1.
{
  "formula": "C8H7BrI3N4O3Pd",
  "method": "ωB97M-V/def2-TZVPD",
  "de_lowest_ev": 0.564,
  "multiplicity": 1,
  "total_charge": 1,
  "symbols": ["Pd", "O", "N", "O", "O", "Br", "C", "C", "C", "N", "C", "C", "H", "H", "H", "H", "I", "C", "C", "N", "N", "C", "H", "H", "H", "I", "I"],
  "positions_angstrom": [[-0.57879, -0.90402, 0.75389], [2.31886, -3.03034, 1.86462], [1.42987, -2.39693, 1.40812], [1.14908, -2.33144, 0.18493], [0.63870, -1.68089, 2.19660], [3.14680, 4.67540, 0.90821], [2.14456, 3.10577, 0.84476], [2.36397, 2.18255, -0.16281], [1.59543, 1.03697, -0.17900], [0.66024, 0.79353, 0.74235], [0.45949, 1.68585, 1.72319], [1.17929, 2.85831, 1.80810], [3.11736, 2.34464, -0.91942], [1.72858, 0.28579, -0.94565], [-0.29281, 1.44521, 2.46017], [0.99266, 3.55786, 2.60971], [-4.26032, -0.79084, -4.07336], [-2.64254, -0.96348, -2.83577], [-1.58732, -1.84672, -2.95243], [-0.76680, -1.62402, -1.92054], [-1.21255, -0.61150, -1.14182], [-2.37523, -0.23135, -1.68359], [-1.37369, -2.59796, -3.69663], [0.10274, -2.08764, -1.69222], [-2.93831, 0.58154, -1.25222], [-2.81275, -2.13192, 1.74958], [-2.18649, -1.32437, 4.20122]],
  "forces_ev_per_a": [[0.3, 0.3, 0.3], [0.0, 0.0, 0.2], [-0.3, 0.2, -0.2], [0.6, -0.5, 0.0], [-0.1, 0.0, -0.2], [0.1, 0.1, 0.0], [0.0, 0.0, 0.0], [0.0, -0.1, -0.1], [0.0, -0.1, 0.0], [-0.2, 0.0, 0.0], [0.1, 0.0, -0.1], [0.0, -0.1, 0.0], [0.0, 0.0, 0.0], [0.0, 0.0, 0.0], [0.0, 0.0, 0.0], [0.0, 0.0, 0.0], [-0.2, 0.0, -0.1], [0.1, 0.0, 0.0], [0.1, -0.1, 0.0], [0.1, 0.1, -0.1], [-0.9, -0.3, -0.1], [0.2, 0.4, 0.1], [0.0, 0.1, 0.0], [0.0, 0.0, 0.1], [0.0, -0.1, 0.1], [0.2, 0.0, -0.1], [0.0, 0.0, 0.0]],
  "nbo_charge": [0.900, -0.289, 0.718, -0.568, -0.510, 0.165, -0.037, -0.254, 0.066, -0.468, 0.065, -0.262, 0.256, 0.222, 0.224, 0.257, 0.271, -0.317, -0.002, -0.321, -0.316, -0.014, 0.257, 0.455, 0.247, 0.137, 0.117]
}


2.
{
  "formula": "C8H7BrN2O3",
  "method": "ωB97M-V/def2-TZVPD",
  "de_lowest_ev": 0.641,
  "smiles": "C#CCNC(=O)[C@@](O)(Br)NC(=O)C#C",
  "multiplicity": 1,
  "total_charge": 0,
  "symbols": ["C", "C", "C", "N", "C", "O", "C", "O", "Br", "N", "C", "O", "C", "C", "H", "H", "H", "H", "H", "H", "H"],
  "positions_angstrom": [[-3.66352, 0.17168, -1.15351], [-2.84909, 0.09027, -0.31275], [-1.85308, -0.07484, 0.70470], [-0.62642, 0.39192, 0.11000], [0.49364, -0.37265, 0.07512], [0.66593, -1.42134, 0.64610], [1.57990, 0.22851, -0.80786], [0.82960, 0.84148, -1.86464], [2.43023, 1.69451, 0.30121], [2.58548, -0.70530, -1.31371], [3.33669, -1.57276, -0.42242], [3.95296, -2.47984, -0.92904], [3.35493, -1.16790, 0.99530], [3.31948, -0.94855, 2.18267], [-4.53092, 0.16970, -1.74754], [-1.69543, -1.14545, 0.98806], [-2.13184, 0.59438, 1.51468], [-0.72829, 1.27054, -0.47616], [1.22735, 1.56931, -2.33881], [2.65285, -0.98228, -2.29069], [3.41677, -0.88005, 3.19037]],
  "forces_ev_per_a": [[-2.0, 0.1, -1.4], [0.7, -0.8, 1.3], [0.7, -0.3, 0.1], [0.6, 1.4, -0.6], [-0.5, 0.4, 0.0], [-0.4, -0.3, 0.1], [0.4, 0.9, -2.3], [0.5, -1.2, 0.6], [-0.2, 0.0, -0.6], [-0.1, 0.0, 2.5], [-0.7, 1.3, -1.7], [-0.2, 0.2, 0.9], [0.1, -0.6, 0.6], [0.4, -0.9, -3.5], [-0.2, 0.2, -0.6], [-0.4, 1.0, 0.1], [0.1, -0.4, 0.6], [0.6, -2.0, 1.0], [0.9, 0.2, 0.2], [-0.4, 0.3, 0.3], [0.0, 0.4, 2.3]],
  "nbo_charge": [-0.207, -0.035, -0.304, -0.595, 0.608, -0.589, 0.360, -0.727, -0.037, -0.676, 0.647, -0.533, -0.115, -0.116, 0.233, 0.265, 0.224, 0.437, 0.501, 0.435, 0.224]
}


3.
{
  "formula": "C8H7BrN2O4",
  "method": "ωB97M-V/def2-TZVPD",
  "de_lowest_ev": 4.406,
  "multiplicity": 3,
  "total_charge": 0,
  "symbols": ["C", "C", "C", "C", "C", "C", "C", "C", "N", "N", "O", "O", "O", "O", "Br", "H", "H", "H", "H", "H", "H", "H"],
  "positions_angstrom": [[1.22579, -0.59210, -0.15935], [-0.42029, 0.88393, 0.87059], [1.19045, 0.16973, -1.23796], [-0.58897, 1.54105, -0.31298], [-2.16948, -1.91497, 0.33310], [-1.06992, -2.33549, 0.51315], [0.40267, -0.32395, 0.92563], [0.36317, 1.39223, -1.38521], [0.59577, -0.98321, 2.07315], [-0.24919, 1.51300, -2.67550], [1.54268, -1.75097, 2.21693], [-0.04969, -0.55740, 3.14425], [0.44630, 1.22996, -3.60880], [-1.44557, 1.74529, -2.74640], [1.48121, 3.25021, -1.46639], [1.82778, -1.44341, -0.17012], [-0.77870, 1.07492, 1.86967], [1.67997, -0.15680, -2.22770], [-1.16597, 2.52381, -0.22599], [-3.03328, -1.42335, -0.06033], [0.30310, -1.16616, 3.93488], [-0.08784, -2.67632, 0.39541]],
  "forces_ev_per_a": [[-0.4, -0.5, 1.2], [1.4, -2.8, 0.5], [0.1, 1.8, -4.8], [-0.3, 3.0, 2.0], [-0.7, 0.5, -0.6], [-0.4, -0.6, -0.6], [-0.5, 4.8, -2.6], [-0.1, -1.8, 2.3], [0.5, -1.5, 0.9], [-1.4, -0.8, -1.6], [1.4, -1.3, 0.4], [-0.3, -0.8, 4.2], [0.6, 0.1, -1.2], [0.4, 0.3, 0.2], [0.3, 0.0, 0.3], [0.9, -1.2, 0.1], [-1.0, 0.8, -0.4], [-0.5, 0.6, 1.9], [0.6, -1.7, -0.6], [-0.2, -0.2, 0.5], [-1.0, 1.8, -2.6], [0.5, -0.7, 0.4]],
  "nbo_charge": [-0.280, -0.260, -0.126, -0.140, -0.200, -0.265, 0.226, -0.005, 0.285, 0.499, -0.385, -0.520, -0.358, -0.366, -0.106, 0.244, 0.249, 0.258, 0.252, 0.246, 0.517, 0.236]
}


4.
{
  "formula": "C8H7BrN2S",
  "method": "ωB97M-V/def2-TZVPD",
  "de_lowest_ev": 1.779,
  "smiles": "C=C/C=C\\C=C(/Br)c1nncs1",
  "multiplicity": 1,
  "total_charge": 0,
  "symbols": ["C", "C", "C", "C", "C", "C", "Br", "C", "N", "N", "C", "S", "H", "H", "H", "H", "H", "H", "H"],
  "positions_angstrom": [[-1.56410, 0.14767, 0.66337], [-1.91422, -0.82003, -0.18414], [-0.94151, -1.87740, -0.42240], [0.42008, -1.65100, -0.35941], [1.22347, -0.40709, -0.47720], [2.59539, -0.38285, -0.31098], [3.64718, -1.99551, 0.15762], [3.25725, 0.82629, -0.24586], [4.51371, 0.94968, -0.21475], [4.88885, 2.21302, -0.03332], [3.96247, 3.13188, 0.11536], [2.36640, 2.39382, -0.05492], [-2.34934, 0.88306, 0.83652], [-0.77014, 0.35534, 1.34475], [-2.96568, -1.00751, -0.45391], [-1.30591, -2.86557, -0.61022], [1.12253, -2.46649, -0.45215], [0.81839, 0.58090, -0.91539], [4.07485, 4.18146, 0.10281]],
  "forces_ev_per_a": [[-2.7, 1.6, 0.0], [0.9, -1.1, 0.9], [2.1, 1.1, 0.1], [-0.6, 0.3, -1.2], [0.6, 0.2, -0.5], [-3.3, -3.1, 0.3], [-0.9, 1.3, -0.4], [-1.1, 2.7, 0.0], [1.1, 0.6, 0.4], [1.3, 2.9, 0.4], [-0.8, -3.7, -1.2], [1.3, -0.6, 0.2], [0.0, 0.1, 0.0], [1.1, -0.7, -0.3], [0.7, 0.6, -0.3], [0.0, -0.5, 0.1], [-0.4, -0.6, 0.2], [0.2, -1.8, 1.1], [0.5, 0.8, 0.3]],
  "nbo_charge": [-0.352, -0.241, -0.167, -0.232, -0.190, -0.096, 0.057, 0.009, -0.229, -0.243, -0.135, 0.284, 0.189, 0.215, 0.224, 0.216, 0.226, 0.238, 0.228]
}


5.
{
  "formula": "C8H7BrS",
  "method": "ωB97M-V/def2-TZVPD",
  "de_lowest_ev": 5.459,
  "multiplicity": 1,
  "total_charge": 0,
  "symbols": ["C", "C", "C", "C", "C", "C", "C", "C", "S", "Br", "H", "H", "H", "H", "H", "H", "H"],
  "positions_angstrom": [[-1.39029, -1.67465, -0.07741], [0.84500, -0.92670, -0.40978], [-0.16374, -1.83638, -0.67285], [-1.48019, 1.23115, 0.20497], [0.02303, 1.32145, -0.14661], [0.85978, 0.17585, 0.32814], [-1.07548, 1.31595, -1.27686], [1.93689, 0.35003, 1.33254], [-2.24484, -0.39621, 0.68031], [0.34608, -3.67210, -1.11841], [-2.09642, -2.49141, -0.02117], [0.38544, 2.31640, 0.11308], [-1.23179, 0.68045, -2.15386], [-1.25648, 2.31394, -1.49247], [2.12471, -0.59189, 1.79053], [1.62100, 1.11677, 1.99891], [2.79730, 0.76734, 0.92095]],
  "forces_ev_per_a": [[-1.6, -0.3, 0.2], [-1.1, -0.9, 0.2], [0.9, -0.1, 0.9], [-0.3, -2.3, -1.5], [-0.7, 0.6, 0.5], [0.1, 1.0, -2.4], [0.6, -0.9, 2.4], [-1.8, 0.3, 0.4], [1.8, 1.1, -0.1], [-0.3, 0.7, -0.4], [0.2, -0.5, -0.4], [0.5, -0.2, -0.4], [0.4, -0.5, 0.8], [-0.1, 1.9, -0.9], [0.4, -0.5, 0.6], [-0.4, 0.3, 1.2], [1.7, 0.3, -1.1]],
  "nbo_charge": [-0.319, 0.088, -0.244, -0.221, -0.276, 0.013, -0.463, -0.628, 0.399, 0.028, 0.236, 0.233, 0.235, 0.226, 0.233, 0.222, 0.237]
}


6.
{
  "formula": "C8H7Cl2GdN3O4Tm",
  "method": "ωB97M-V/def2-TZVPD",
  "e_tot_ha": -3544.0683,
  "multiplicity": 10,
  "total_charge": 4,
  "symbols": ["Tm", "Gd", "Cl", "Cl", "C", "C", "C", "O", "O", "O", "C", "N", "C", "C", "C", "N", "C", "O", "N", "H", "H", "H", "H", "H", "H", "H"],
  "positions_angstrom": [[-1.14548, -2.69090, -3.70183], [0.45219, -1.32620, -0.28105], [-1.55808, -0.52455, -2.45116], [0.97592, -3.12610, -2.29334], [1.09911, -3.11399, 1.60035], [-3.46530, -2.91145, -3.58237], [-1.53550, -5.02817, -3.61743], [1.62928, -3.81917, 2.33533], [-4.62184, -2.87598, -3.52988], [-1.63079, -6.17839, -3.57874], [3.04429, 2.08460, 1.89508], [1.65061, 2.01640, 1.46339], [0.81077, 3.09682, 1.59451], [-0.49661, 2.97599, 1.21183], [-0.96232, 1.73696, 0.73351], [-0.09221, 0.69489, 0.54627], [1.21695, 0.89911, 0.90480], [1.99850, -0.11152, 0.64067], [-2.22525, 1.41439, 0.41535], [3.23020, 3.06692, 2.31704], [3.71391, 1.91121, 1.06176], [3.24738, 1.32474, 2.64156], [1.27676, 3.98947, 2.00124], [-1.17259, 3.83213, 1.27941], [-2.97307, 2.10667, 0.45167], [-2.46682, 0.55613, -0.05798]],
  "forces_ev_per_a": [[2.4, 1.9, -0.4], [0.8, -0.1, 0.4], [0.4, -1.0, 0.1], [-0.8, 0.0, -0.5], [2.3, -2.9, 3.0], [-7.8, 0.3, 0.3], [-0.4, -7.2, 0.3], [-2.2, 2.8, -2.9], [5.8, -0.3, -0.3], [0.4, 5.5, -0.2], [1.0, 0.1, 0.3], [0.1, -0.1, -0.1], [-0.9, -0.6, -0.4], [0.1, 1.0, 0.4], [-1.3, -1.6, -0.8], [0.8, 1.6, 0.7], [-0.7, -0.6, -0.4], [-0.4, 0.0, -0.2], [0.2, 1.5, 0.2], [0.0, 0.0, 0.0], [0.0, 0.1, -0.2], [-0.1, 0.0, 0.2], [-0.3, 0.0, 0.0], [0.2, -0.3, 0.1], [0.3, -0.1, 0.1], [0.2, 0.1, 0.2]],
  "mulliken_spin": [2.020, 7.213, -0.009, -0.028, -0.022, 0.000, 0.000, 0.000, 0.000, -0.001, 0.000, -0.008, 0.002, 0.006, 0.010, -0.078, 0.025, -0.131, 0.002, 0.000, -0.001, -0.001, 0.000, -0.001, -0.001, 0.003]
}